Here is a 7-piece molecular cluster, C13H40N8O7 overall from the Open Molecules 2025 dataset. Energies are from wB97M-V/def2-TZVPD.

XYZ file:
```
68
Properties=species:S:1:pos:R:3:forces:R:3:nbo_charge:R:1
C 0.0224 2.1817 -3.9269 -0.354 -0.268 0.326 -0.63
C -1.3338 1.6820 -4.4263 0.881 0.378 -0.184 0.09
C -2.2601 2.8080 -4.8349 -0.134 -0.069 -0.773 -0.64
O -1.1045 0.8689 -5.5885 -0.106 -0.302 0.239 -0.72
H 0.6085 1.2946 -3.6848 0.298 0.136 -0.183 0.21
H -0.0319 2.7688 -3.0077 -0.181 0.110 -0.101 0.23
H 0.4837 2.7910 -4.7062 0.215 -0.061 0.029 0.19
H -1.7271 1.0026 -3.6726 -0.399 0.029 -0.097 0.18
H -2.6475 3.4651 -4.0602 0.032 -0.206 0.231 0.22
H -3.0632 2.3681 -5.4303 -0.276 0.095 0.351 0.22
H -1.7243 3.4333 -5.5608 0.091 0.093 0.195 0.19
H -0.5843 1.3848 -6.2124 -0.012 0.067 -0.011 0.45
C -1.7106 -2.5085 1.1769 0.525 -0.790 0.509 -0.64
C -0.6179 -3.3937 0.5831 -0.094 -0.214 -1.138 0.10
C -0.9692 -3.7386 -0.8603 -0.180 -0.219 -0.424 -0.64
O 0.6879 -2.7742 0.6059 -0.599 0.339 0.169 -0.80
H -1.2684 -1.9366 1.9902 -0.238 0.329 -0.092 0.22
H -2.4563 -3.1582 1.6408 -0.065 0.062 -0.024 0.23
H -2.2375 -1.9200 0.4288 0.301 0.393 0.052 0.21
H -0.5728 -4.3417 1.1272 0.160 0.124 0.273 0.16
H -0.9158 -2.8671 -1.5210 -0.087 0.169 0.251 0.21
H -1.9900 -4.1271 -0.9134 0.046 -0.001 0.027 0.21
H -0.3060 -4.4760 -1.3187 0.050 -0.072 0.272 0.22
H 1.1483 -3.0521 -0.2053 0.226 0.047 -0.060 0.52
C -1.1857 1.7283 -0.4218 -1.394 0.225 1.411 -0.63
C 0.1572 1.1328 -0.0285 -0.530 0.222 -0.976 0.09
C 0.2776 0.7596 1.4261 0.394 0.059 -0.074 -0.63
O 0.3464 -0.0291 -0.8591 0.382 -0.169 0.129 -0.78
H -2.0139 1.3065 0.1750 0.328 -0.348 0.018 0.19
H -1.5266 1.5564 -1.4381 0.621 0.150 -0.265 0.22
H -1.2520 2.7859 -0.1485 0.314 0.081 -0.416 0.22
H 0.9008 1.8947 -0.2855 0.262 -0.320 -0.093 0.18
H 1.3146 0.4898 1.6430 -0.025 -0.051 0.002 0.20
H -0.3562 -0.1007 1.6275 -0.121 0.099 0.217 0.22
H 0.0423 1.5890 2.0934 -0.207 -0.013 -0.047 0.22
H 0.3914 -0.8295 -0.3105 -0.017 0.029 0.158 0.50
C 1.3319 -1.3923 4.3536 0.330 -0.164 -0.315 0.79
O 0.3540 -0.6634 4.2638 -0.153 0.303 0.174 -0.71
N 2.0100 -1.8293 3.2543 -0.084 0.523 0.786 -0.84
N 1.8332 -1.8274 5.5554 -0.074 -0.146 -0.410 -0.84
H 1.6787 -1.4721 2.3753 -0.052 -0.582 -0.263 0.43
H 2.5892 -2.6442 3.3230 -0.002 -0.035 -0.369 0.40
H 1.4107 -1.4463 6.3814 0.090 0.073 0.055 0.41
H 2.8056 -2.0785 5.5677 -0.017 -0.006 0.324 0.39
C 1.7274 4.8166 0.6928 0.443 0.133 -0.302 0.77
O 0.8697 4.7068 -0.1658 0.022 0.007 0.094 -0.66
N 2.9661 4.2231 0.5737 -0.765 0.315 0.617 -0.86
N 1.5388 5.5941 1.8120 -0.199 -0.529 -0.770 -0.86
H 3.5967 4.2941 1.3499 0.402 -0.084 -0.355 0.38
H 3.2472 3.9484 -0.3469 0.170 -0.183 0.064 0.41
H 2.1954 5.6521 2.5657 -0.169 0.093 0.104 0.39
H 0.5966 5.9372 1.8560 0.065 0.177 0.541 0.41
C -3.2472 -1.1363 3.9007 -1.210 -0.224 -0.209 0.77
O -4.3659 -1.6095 3.7571 0.098 -0.125 0.269 -0.68
N -2.8413 -0.0488 3.1821 1.078 0.529 0.080 -0.86
N -2.2919 -1.6102 4.7454 0.215 0.614 -0.503 -0.87
H -3.4358 0.4704 2.5675 -0.368 -0.338 0.049 0.40
H -1.9439 0.3554 3.3940 -0.051 0.085 -0.107 0.39
H -2.5013 -2.2990 5.4385 -0.069 -0.117 -0.117 0.40
H -1.3794 -1.1876 4.6218 0.152 -0.487 0.647 0.42
C 2.2282 -2.6434 -2.8344 -0.015 0.021 -0.052 0.79
O 2.0624 -3.2913 -1.8052 0.023 -0.048 -0.003 -0.71
N 1.8549 -1.3485 -2.9666 -0.031 0.213 -0.161 -0.85
N 2.7825 -3.2188 -3.9597 -0.087 0.381 0.155 -0.84
H 1.2895 -0.8821 -2.2662 0.116 -0.072 0.197 0.44
H 2.1225 -0.7866 -3.7553 -0.058 -0.224 -0.095 0.38
H 3.3762 -4.0124 -3.8015 -0.023 -0.064 0.003 0.40
H 3.0140 -2.6092 -4.7255 0.114 -0.174 -0.031 0.38
```
Positions in Å, forces in eV/Å.

- electronic energy (Ha) = -1484.21295
- orbital gap (Eh) = 0.350
- E_HOMO (hartree) = -0.3353
- spin multiplicity = 1
- structure (SMILES) = NC(N)=O.NC(N)=O.NC(N)=O.NC(N)=O.CC(C)O.CC(C)O.CC(C)O
- charge = 0